(1)
{
  "formula": "C25H27ClN2O4S",
  "method": "ωB97M-V with the def2-TZVPD basis set",
  "smiles": "CC(C)(C)NS(=O)(=O)c1ccc(CCC(=O)Nc2cc(Cl)ccc2Oc2ccccc2)cc1",
  "charge": 0,
  "lumo_energy_ev": 0.43,
  "gap_ha": 0.3194,
  "homo_ev": -8.3,
  "mol_weight_g_mol": 487.0,
  "multiplicity": 1,
  "elements": ["C", "C", "C", "C", "N", "S", "O", "O", "C", "C", "C", "C", "C", "C", "C", "O", "N", "C", "C", "C", "Cl", "C", "C", "C", "O", "C", "C", "C", "C", "C", "C", "C", "C", "H", "H", "H", "H", "H", "H", "H", "H", "H", "H", "H", "H", "H", "H", "H", "H", "H", "H", "H", "H", "H", "H", "H", "H", "H", "H", "H"],
  "coordinates": [[3.61970, 0.12934, -3.99887], [3.10498, 1.25903, -3.10102], [4.11129, 2.41258, -3.06433], [1.75214, 1.75423, -3.60914], [2.90852, 0.69661, -1.76617], [2.07333, 1.51868, -0.58119], [2.09269, 2.94409, -0.76332], [2.56765, 0.99291, 0.66036], [0.40459, 0.92824, -0.82182], [0.18897, -0.42828, -0.95880], [-1.10637, -0.89501, -1.09017], [-2.18510, -0.01411, -1.09688], [-3.58654, -0.55593, -1.22231], [-4.63267, 0.21573, -0.40708], [-4.16594, 0.71846, 0.95444], [-4.56425, 1.76505, 1.41243], [-3.30461, -0.12161, 1.58906], [-2.58144, 0.10000, 2.75942], [-2.82952, 1.14816, 3.63348], [-2.05492, 1.27823, 4.77523], [-2.36877, 2.58590, 5.85490], [-1.04571, 0.37745, 5.06916], [-0.79774, -0.66924, 4.19807], [-1.54695, -0.80944, 3.04211], [-1.39110, -1.85566, 2.16059], [-0.13172, -2.33986, 1.88186], [1.00676, -1.54526, 1.88307], [2.22191, -2.09549, 1.51724], [2.30946, -3.42663, 1.14672], [1.16891, -4.21327, 1.13766], [-0.05084, -3.67578, 1.50318], [-1.94148, 1.35090, -0.98170], [-0.64800, 1.82084, -0.83355], [4.57798, -0.23823, -3.63920], [2.91224, -0.69568, -4.00435], [3.74756, 0.49099, -5.01540], [4.23118, 2.84308, -4.05518], [5.08134, 2.06008, -2.71851], [3.75587, 3.18101, -2.38330], [1.01968, 0.95073, -3.57916], [1.40264, 2.57446, -2.98975], [1.84892, 2.10432, -4.63363], [3.75196, 0.30905, -1.37138], [1.03114, -1.10067, -0.95178], [-1.28089, -1.95763, -1.18246], [-3.88285, -0.52053, -2.27523], [-3.58465, -1.61101, -0.93658], [-4.98139, 1.09304, -0.95351], [-5.50557, -0.42109, -0.24168], [-3.01468, -0.96424, 1.11105], [-3.61285, 1.85301, 3.41085], [-0.46057, 0.48763, 5.96742], [-0.01729, -1.38210, 4.41667], [0.95302, -0.49901, 2.14051], [3.09002, -1.45564, 1.50942], [3.26071, -3.85136, 0.86345], [1.22742, -5.25183, 0.84734], [-0.94857, -4.27502, 1.50119], [-2.76044, 2.05237, -0.99244], [-0.43913, 2.87343, -0.72701]],
  "atomic_forces_ev_per_a": [[-0.20, 0.17, 0.31], [-0.07, 0.34, -0.65], [-0.17, -0.10, 0.03], [0.16, -0.07, -0.09], [-0.34, 0.19, 0.74], [0.07, -0.30, -0.07], [-0.20, -0.18, -0.13], [0.07, -0.25, 0.03], [0.46, 0.25, 0.00], [-0.02, -0.14, -0.03], [0.04, 0.13, -0.03], [0.13, -0.03, -0.19], [-0.08, 0.07, -0.01], [0.02, 0.07, -0.06], [-0.23, -0.26, -0.33], [-0.03, 0.30, 0.12], [0.10, -0.51, 0.04], [0.33, -0.14, 0.15], [-0.01, 0.11, 0.10], [0.12, -0.34, -0.21], [-0.05, 0.23, 0.18], [-0.09, 0.13, 0.00], [-0.15, -0.15, -0.20], [-0.11, 0.40, 0.33], [-0.13, -0.02, -0.02], [0.37, -0.21, -0.15], [-0.27, 0.08, 0.10], [0.01, -0.06, 0.01], [0.14, -0.04, -0.04], [0.03, 0.00, -0.04], [-0.23, 0.22, 0.12], [0.09, -0.12, -0.03], [0.06, 0.20, 0.02], [0.16, -0.07, 0.02], [-0.08, -0.11, -0.03], [0.05, 0.05, -0.10], [0.05, 0.04, -0.13], [0.13, -0.03, 0.02], [0.06, 0.10, -0.03], [-0.09, -0.07, -0.06], [-0.12, 0.12, -0.11], [0.01, 0.04, -0.09], [0.12, -0.07, 0.28], [0.05, -0.17, -0.03], [-0.02, -0.11, 0.02], [-0.03, -0.11, 0.06], [0.03, -0.01, -0.05], [0.00, -0.02, 0.13], [-0.02, 0.06, -0.02], [-0.09, 0.19, -0.04], [-0.01, 0.01, 0.02], [0.05, 0.03, 0.09], [0.06, -0.05, 0.01], [-0.02, 0.09, 0.01], [0.11, 0.05, -0.01], [0.08, -0.03, -0.02], [0.00, -0.08, -0.02], [-0.11, -0.05, 0.01], [-0.11, 0.12, 0.03], [-0.05, 0.16, -0.01]]
}

---

(2)
{
  "formula": "C25H27GaN3O2Te",
  "method": "ωB97M-V with the def2-TZVPD basis set",
  "charge": 1,
  "lumo_energy_ev": -3.92,
  "gap_ha": 0.2862,
  "homo_ev": -11.7,
  "mol_weight_g_mol": 598.8,
  "multiplicity": 1,
  "elements": ["Ga", "C", "C", "C", "C", "C", "C", "C", "C", "N", "C", "O", "C", "C", "C", "C", "C", "N", "C", "O", "N", "C", "C", "C", "C", "C", "C", "C", "C", "H", "H", "H", "H", "H", "H", "H", "H", "H", "H", "H", "H", "H", "H", "H", "H", "H", "H", "H", "H", "H", "C", "Te", "C", "H", "H", "H", "H", "H", "H"],
  "coordinates": [[-0.09766, -0.34723, -0.49643], [-2.15276, -1.82056, 1.81368], [-3.02801, -1.91495, 0.58774], [-3.88922, -2.99231, 0.40905], [-4.70590, -3.06354, -0.70804], [-4.66897, -2.05502, -1.65810], [-3.81186, -0.96924, -1.52310], [-3.74514, 0.08773, -2.59158], [-2.99466, -0.90953, -0.38752], [-1.99843, 0.09651, -0.25074], [-2.35947, 1.41545, -0.11786], [-3.48108, 1.85987, -0.02583], [-1.15531, 2.32361, -0.07274], [-1.14091, 3.69391, 0.07009], [0.10252, 4.32456, 0.09239], [1.28242, 3.59006, -0.01105], [1.16664, 2.22536, -0.15107], [-0.02345, 1.65806, -0.18857], [2.27600, 1.21606, -0.26783], [3.43445, 1.55134, -0.19371], [1.80292, -0.06757, -0.44984], [2.76686, -1.11516, -0.59605], [2.87035, -2.08580, 0.40444], [2.08306, -2.01949, 1.69447], [3.78066, -3.12676, 0.22904], [4.59307, -3.18009, -0.89007], [4.50692, -2.18292, -1.85226], [3.59648, -1.14212, -1.72642], [3.52212, -0.07587, -2.78830], [-2.28872, -2.69002, 2.45572], [-2.38535, -0.92320, 2.39025], [-1.08571, -1.75976, 1.56708], [-3.93115, -3.77215, 1.16295], [-5.37592, -3.90537, -0.83735], [-5.30966, -2.11237, -2.53084], [-4.26655, -0.23670, -3.49093], [-2.71048, 0.31700, -2.86110], [-4.19797, 1.01774, -2.24539], [-2.07263, 4.23427, 0.16465], [0.15337, 5.40083, 0.19933], [2.25950, 4.05161, 0.01942], [1.34848, -1.21897, 1.70585], [2.75993, -1.82851, 2.52964], [1.57676, -2.96364, 1.90614], [3.87089, -3.88615, 1.00070], [5.30636, -3.98784, -1.00647], [5.15188, -2.21368, -2.72414], [3.99117, -0.41585, -3.71080], [4.03905, 0.82599, -2.45523], [2.49108, 0.20910, -3.00912], [0.00250, -4.16959, -0.22757], [-0.70233, -2.76035, -1.65531], [0.99284, -2.96106, -2.93062], [1.06684, -4.00956, -0.08349], [-0.19492, -5.15520, -0.64309], [-0.55128, -4.03918, 0.70041], [0.78526, -3.76839, -3.62873], [1.86766, -3.18217, -2.32849], [1.14016, -2.03108, -3.47683]],
  "atomic_forces_ev_per_a": [[-0.37, 0.55, -0.02], [-0.20, 0.05, -0.07], [0.10, 0.00, 0.07], [0.02, -0.09, 0.08], [-0.03, -0.05, -0.02], [-0.02, -0.01, -0.03], [0.06, 0.12, -0.07], [-0.05, -0.04, 0.07], [0.05, -0.02, 0.10], [0.32, -0.17, -0.15], [-0.10, -0.09, 0.11], [0.03, -0.05, -0.03], [-0.13, -0.09, -0.05], [-0.01, 0.16, 0.06], [-0.04, 0.03, 0.02], [0.04, 0.17, 0.06], [0.04, -0.10, -0.04], [0.06, -0.10, -0.14], [0.10, -0.02, 0.04], [-0.01, -0.06, 0.00], [-0.18, -0.26, -0.08], [0.09, 0.06, 0.14], [-0.09, -0.01, 0.07], [0.18, -0.13, -0.08], [0.00, -0.07, 0.04], [0.01, 0.00, -0.02], [-0.01, -0.06, -0.04], [-0.05, 0.06, -0.09], [0.05, -0.06, 0.08], [0.01, 0.02, 0.00], [0.02, -0.03, 0.00], [0.08, -0.05, 0.01], [0.01, 0.05, -0.05], [0.03, 0.06, 0.01], [0.03, 0.00, 0.04], [0.02, -0.01, 0.03], [0.03, 0.00, -0.01], [0.00, -0.02, 0.00], [0.04, 0.01, -0.01], [-0.01, -0.03, 0.00], [-0.02, -0.01, 0.00], [-0.08, 0.07, 0.03], [-0.02, 0.01, -0.01], [0.02, 0.04, 0.00], [-0.01, 0.06, -0.06], [-0.05, 0.05, 0.01], [-0.03, 0.00, 0.06], [-0.02, -0.01, 0.03], [-0.01, -0.04, -0.02], [-0.02, -0.01, -0.01], [-0.10, -0.03, 0.04], [0.19, 0.13, -0.05], [-0.03, -0.02, -0.07], [0.01, 0.00, -0.01], [0.01, 0.03, 0.02], [0.01, 0.01, -0.07], [-0.01, 0.01, 0.02], [0.06, 0.02, 0.05], [-0.01, -0.03, 0.03]]
}

---

(3)
{
  "formula": "C25H27N5O2",
  "method": "ωB97M-V with the def2-TZVPD basis set",
  "smiles": "Cc1ccc(-n2nc3c(=O)n(CC(=O)NCCCc4ccccc4)nc(C)c3c2C)cc1",
  "charge": 0,
  "lumo_energy_ev": 0.32,
  "gap_ha": 0.3213,
  "homo_ev": -8.4,
  "mol_weight_g_mol": 429.5,
  "multiplicity": 1,
  "elements": ["C", "C", "C", "C", "C", "N", "N", "C", "C", "O", "N", "C", "C", "O", "N", "C", "C", "C", "C", "C", "C", "C", "C", "C", "N", "C", "C", "C", "C", "C", "C", "C", "H", "H", "H", "H", "H", "H", "H", "H", "H", "H", "H", "H", "H", "H", "H", "H", "H", "H", "H", "H", "H", "H", "H", "H", "H", "H", "H"],
  "coordinates": [[6.77704, 3.99907, -0.50571], [5.84141, 2.83492, -0.40619], [4.46452, 3.03956, -0.40419], [3.58875, 1.97748, -0.31803], [4.08222, 0.67990, -0.22890], [3.16028, -0.38048, -0.15392], [2.06341, -0.31070, -0.90358], [1.37745, -1.41112, -0.64118], [0.10023, -1.81242, -1.18891], [-0.58117, -1.19259, -1.99661], [-0.32216, -3.02556, -0.68600], [-1.57987, -3.58797, -1.14617], [-2.79909, -2.98671, -0.41974], [-3.50897, -3.64932, 0.30706], [-2.97686, -1.68541, -0.68738], [-4.05833, -0.90269, -0.13893], [-4.96318, -0.36428, -1.24654], [-6.08343, 0.51883, -0.68438], [-5.53259, 1.75857, -0.03807], [-5.05492, 2.80219, -0.82200], [-4.51556, 3.93471, -0.23984], [-4.44686, 4.04093, 1.13910], [-4.92240, 3.00922, 1.92959], [-5.46028, 1.87638, 1.34377], [0.32016, -3.79150, 0.20451], [1.44898, -3.44082, 0.72007], [2.06752, -4.37449, 1.70738], [2.05395, -2.20833, 0.32523], [3.21255, -1.49478, 0.62031], [4.28297, -1.76936, 1.61124], [5.45221, 0.45652, -0.25856], [6.31806, 1.53253, -0.34006], [6.49691, 4.77684, 0.20219], [7.80204, 3.69601, -0.30905], [6.73135, 4.42920, -1.50602], [4.07742, 4.04556, -0.47026], [2.52111, 2.12931, -0.32671], [-1.67242, -3.39735, -2.21899], [-1.55207, -4.65822, -0.94136], [-2.32999, -1.22787, -1.32485], [-3.64545, -0.06725, 0.43779], [-4.62011, -1.55661, 0.53251], [-4.35780, 0.21594, -1.94662], [-5.39995, -1.20470, -1.78942], [-6.66112, -0.05494, 0.04244], [-6.74917, 0.80111, -1.50331], [-5.10954, 2.72614, -1.89885], [-4.14860, 4.73758, -0.86286], [-4.02638, 4.92526, 1.59526], [-4.87383, 3.08606, 3.00630], [-5.82934, 1.07364, 1.96643], [1.47325, -5.28172, 1.75637], [3.08663, -4.61943, 1.41464], [2.09162, -3.91649, 2.69530], [4.75678, -0.84300, 1.93028], [5.04790, -2.42518, 1.19310], [3.85810, -2.26553, 2.48037], [5.84383, -0.54832, -0.24622], [7.38282, 1.35167, -0.36185]],
  "atomic_forces_ev_per_a": [[-0.01, 0.03, -0.05], [0.00, -0.08, 0.01], [0.08, -0.13, 0.00], [-0.03, -0.14, 0.07], [0.55, 0.71, -0.08], [-0.40, -0.81, 0.16], [-0.68, 0.25, -0.71], [1.03, -0.06, 0.78], [-0.31, -0.05, -0.22], [0.22, 0.14, -0.12], [0.07, 0.61, -0.41], [-0.43, -0.15, -0.09], [0.47, -0.11, -0.34], [-0.22, -0.33, 0.22], [-0.05, 0.54, -0.16], [-0.16, 0.03, -0.02], [-0.07, -0.09, 0.30], [0.20, -0.04, -0.19], [-0.16, 0.00, 0.05], [0.00, -0.02, 0.02], [0.05, 0.07, -0.05], [0.04, 0.08, 0.07], [0.04, 0.04, 0.10], [-0.02, 0.02, -0.04], [0.46, -0.79, 0.85], [-0.21, -0.13, -0.07], [-0.08, 0.02, -0.03], [-0.13, 0.73, -0.62], [-0.31, -0.32, 0.12], [0.10, -0.03, 0.04], [-0.29, -0.11, -0.03], [-0.04, 0.12, 0.03], [0.05, 0.07, 0.03], [0.08, 0.04, 0.01], [0.06, 0.07, -0.04], [-0.06, 0.11, 0.00], [-0.09, 0.02, 0.01], [0.03, -0.05, 0.10], [-0.01, 0.22, -0.03], [-0.02, -0.22, 0.10], [-0.08, -0.12, 0.02], [0.04, 0.13, 0.00], [-0.01, 0.00, -0.09], [0.06, -0.02, -0.06], [-0.08, 0.01, -0.01], [-0.07, -0.03, 0.07], [-0.01, -0.01, -0.13], [0.02, 0.06, -0.05], [0.03, 0.06, 0.03], [0.00, 0.01, 0.08], [-0.05, -0.09, 0.05], [0.01, -0.05, 0.03], [0.11, -0.05, 0.03], [0.06, -0.01, 0.10], [0.03, -0.04, 0.07], [0.08, 0.01, 0.04], [0.02, 0.00, 0.03], [0.01, -0.11, 0.01], [0.10, -0.01, 0.00]]
}

---

(4)
{
  "formula": "C25H28BCoN7O2",
  "method": "ωB97M-V with the def2-TZVPD basis set",
  "charge": 0,
  "lumo_energy_ev": [0.06, -0.14],
  "gap_ha": [0.2774, 0.2704],
  "homo_ev": [-7.5, -7.5],
  "mol_weight_g_mol": 528.3,
  "multiplicity": 4,
  "s2": 3.759,
  "elements": ["H", "N", "B", "N", "C", "Co", "H", "C", "H", "C", "H", "C", "H", "H", "H", "N", "N", "N", "N", "C", "C", "H", "H", "C", "C", "C", "C", "H", "H", "H", "H", "H", "C", "C", "C", "C", "C", "C", "N", "C", "C", "C", "C", "C", "C", "C", "O", "O", "C", "C", "H", "H", "H", "H", "H", "H", "H", "H", "H", "H", "H", "H", "H", "H"],
  "coordinates": [[1.54512, 3.41179, 0.20484], [1.37059, 1.80331, -1.16508], [0.41150, 0.46866, -3.22762], [0.86520, 1.74340, -2.46427], [0.87141, 2.98568, -2.98503], [2.08953, 0.47279, -0.00589], [0.69414, 3.12432, -4.04305], [1.19677, 3.88314, -1.97438], [1.28215, 4.94486, -2.07982], [1.41553, 3.12116, -0.82374], [0.46644, 0.61292, -4.41528], [-2.14329, -2.74150, 1.96079], [-1.71275, -3.58874, 2.49537], [-1.34032, -2.09247, 1.61356], [-2.69849, -3.09168, 1.09156], [-1.08503, 0.06588, -2.89382], [1.43386, -0.58439, -2.71619], [-1.34787, -0.10879, -1.55399], [1.96464, -0.66296, -1.43057], [-2.23187, -0.16626, -3.61655], [2.00703, -1.54093, -3.47170], [-2.29550, -0.09310, -4.69814], [1.86718, -1.52847, -4.54639], [-3.24350, -0.50644, -2.70618], [2.76479, -2.36462, -2.64054], [-2.62462, -0.45741, -1.42171], [2.64714, -1.84245, -1.34924], [-4.27391, -0.74767, -2.89895], [3.34250, -3.21070, -2.95292], [-3.07936, -0.65682, -0.43779], [2.94177, -2.22099, -0.38402], [-2.79165, -2.21588, 2.61011], [4.73718, 0.43410, 4.96275], [3.79914, -0.60433, 4.40749], [4.29650, -1.58532, 3.54950], [3.46150, -2.56540, 3.01036], [2.10448, -2.54450, 3.30631], [1.58561, -1.50814, 4.09167], [0.19914, -1.44152, 4.24549], [-0.61010, -0.31721, 4.10136], [-1.83772, -0.28992, 4.79891], [-2.63401, 0.85063, 4.78428], [-2.18394, 1.98637, 4.10412], [-0.98549, 1.94500, 3.38313], [-0.24759, 0.76951, 3.26961], [0.89636, 0.71118, 2.27187], [1.79587, 1.59712, 2.26137], [0.88120, -0.26891, 1.41192], [2.43587, -0.58088, 4.72793], [1.90782, 0.42429, 5.69864], [4.44161, 1.44883, 4.66084], [4.77120, 0.41408, 6.06066], [5.75601, 0.25997, 4.59836], [5.36276, -1.58047, 3.31209], [3.86110, -3.34248, 2.36003], [1.41282, -3.27913, 2.88707], [-0.28592, -2.32381, 4.39874], [-2.16500, -1.17918, 5.34918], [-3.58460, 0.86885, 5.32390], [-2.78758, 2.89548, 4.10546], [-0.63056, 2.82407, 2.84855], [1.71424, 1.38743, 5.20469], [0.97856, 0.09194, 6.17080], [2.63363, 0.61147, 6.49987]],
  "atomic_forces_ev_per_a": [[0.44, -0.02, 0.04], [-2.29, 2.27, -0.73], [-0.83, -0.20, 0.73], [1.37, 0.94, 0.42], [0.03, -0.48, 0.98], [-1.12, 0.87, 2.68], [-0.26, 0.07, 0.24], [-0.12, 0.15, 0.03], [-0.10, 0.24, 0.06], [0.06, -0.94, -1.67], [0.31, 0.05, -0.05], [0.75, -0.53, -0.75], [-0.03, -0.07, -0.08], [0.01, 0.08, 0.07], [-0.01, -0.10, 0.07], [-0.20, -0.10, 1.17], [1.83, -0.35, 0.35], [0.05, -0.07, -0.17], [-1.02, -3.73, -2.20], [-0.26, -0.20, 1.04], [-0.17, 0.22, 1.08], [0.25, 0.05, 0.29], [-0.17, -0.25, 0.28], [1.03, 0.27, -0.01], [0.03, -0.19, 0.01], [0.28, 0.23, -1.01], [-0.57, 1.22, -1.68], [0.00, 0.00, -0.23], [0.01, -0.25, 0.01], [0.49, 0.19, -0.66], [0.35, 0.09, -0.02], [-0.68, 0.65, 0.67], [0.21, 0.10, 0.09], [0.11, -0.18, -0.19], [0.05, 0.00, -0.13], [-0.15, -0.07, 0.26], [0.19, 0.26, -0.16], [0.52, -0.09, -0.06], [-0.82, -0.52, 0.32], [-0.22, -0.09, -0.27], [0.07, 0.21, -0.13], [0.32, -0.01, -0.23], [0.11, 0.12, -0.08], [-0.46, 0.02, -0.09], [0.26, -0.29, 0.60], [0.59, -0.39, -0.10], [-0.84, -0.81, -0.82], [0.23, 1.22, 0.74], [-0.13, -0.36, -0.48], [-0.08, 0.38, 0.28], [-0.01, -0.23, 0.08], [-0.02, 0.01, -0.22], [-0.20, 0.04, 0.07], [-0.30, -0.04, 0.03], [-0.02, 0.14, 0.18], [0.23, 0.26, 0.01], [0.24, 0.48, -0.13], [0.27, 0.34, -0.11], [0.33, -0.03, -0.21], [0.26, -0.23, 0.05], [-0.17, -0.15, 0.02], [-0.02, -0.15, 0.11], [0.11, 0.04, -0.17], [-0.13, -0.05, -0.20]]
}